# 1
Here is C10H17BrClCsNO8PS as an isolated structure in a non-equilibrium geometry from OMol25. Energies are from ωB97M-V with the def2-TZVPD basis set.

Geometry (Å):
1 O -2.62 -5.33 1.62
2 C -2.88 -5.64 0.53
3 Cl -4.48 -6.40 0.06
4 C -1.70 -5.32 -0.55
5 S -1.47 -3.42 -0.43
6 Br 0.79 -3.02 0.17
7 H -1.98 -5.67 -1.61
8 H -0.68 -5.76 -0.23
9 H -1.70 -2.90 -1.74
10 N 5.17 -1.03 0.84
11 C 5.47 0.28 1.09
12 C 4.31 1.01 1.02
13 C 3.27 0.10 0.71
14 C 3.83 -1.15 0.61
15 H 5.83 -1.78 0.83
16 H 6.49 0.59 1.31
17 H 4.22 2.07 1.17
18 H 2.22 0.34 0.58
19 H 3.39 -2.10 0.40
20 C -0.16 3.29 0.02
21 O -0.86 2.22 0.66
22 P -1.85 1.29 -0.35
23 O -0.88 1.23 -1.49
24 O -2.90 2.54 -0.52
25 C -3.31 3.29 0.63
26 O -2.94 0.26 -1.14
27 C -4.11 -0.09 -0.39
28 H 0.15 4.00 0.79
29 H 0.73 2.92 -0.49
30 H -0.81 3.80 -0.69
31 H -2.77 4.24 0.66
32 H -3.13 2.74 1.56
33 H -4.38 3.50 0.55
34 H -4.75 0.79 -0.26
35 H -3.83 -0.50 0.58
36 H -4.67 -0.84 -0.94
37 C 3.76 3.76 -0.70
38 O 2.69 4.09 -0.19
39 O 4.90 4.16 -0.33
40 O 3.89 2.96 -1.66
41 Cs -2.23 -4.53 -2.64

Computed properties:
- LUMO energy: -4.32 eV
- Electronic energy: -131734.75021 eV
- HOMO-LUMO gap: 1.7 eV
- E_HOMO: -6.063 eV

# 2
Here is C10H17FI2N3O3 as an isolated structure in a non-equilibrium geometry from OMol25. Energies are from ωB97M-V with the def2-TZVPD basis set.

Geometry (Å):
1 C -1.80 2.83 1.05
2 C -2.66 2.11 0.01
3 I -1.92 2.45 -1.97
4 C -2.95 0.65 0.38
5 I -4.32 -0.24 -1.01
6 C -1.74 -0.24 0.72
7 C -0.47 -0.06 -0.09
8 C 0.55 -1.15 0.30
9 N 0.12 -2.08 1.37
10 C -1.18 -2.42 1.39
11 N -1.59 -3.43 2.12
12 N -2.13 -1.69 0.70
13 H -0.73 2.62 0.95
14 H -1.93 3.91 0.94
15 H -2.14 2.57 2.06
16 H -3.63 2.60 -0.02
17 H -3.56 0.71 1.29
18 H -1.51 -0.06 1.78
19 H -0.70 -0.17 -1.15
20 H -0.03 0.93 0.04
21 H 1.49 -0.72 0.64
22 H 0.77 -1.76 -0.58
23 H 0.52 -1.94 2.28
24 H -0.94 -4.08 2.55
25 H -2.59 -3.58 2.22
26 H -2.20 -2.01 -0.27
27 C 4.43 -0.27 -1.66
28 C 3.71 0.54 -2.73
29 O 2.64 1.12 -2.00
30 C 2.98 1.17 -0.69
31 O 2.37 1.76 0.14
32 O 4.09 0.44 -0.47
33 F 3.21 -0.23 -3.72
34 H 4.01 -1.28 -1.62
35 H 5.50 -0.32 -1.78
36 H 4.31 1.34 -3.17

Computed properties:
- LUMO energy: -3.30 eV
- Electronic energy: -40171.79637 eV
- Total charge: +1
- HOMO-LUMO gap: 8.3 eV
- E_HOMO: -11.586 eV

# 3
Here is one molecule with the formula C10H17FNP in a non-equilibrium geometry from OMol25. Energies are from ωB97M-V with the def2-TZVPD basis set.

Geometry (Å):
1 C 2.60 2.51 1.14
2 C -1.75 2.84 -1.19
3 C 1.41 2.01 1.43
4 C -1.68 1.74 -0.51
5 C -0.69 1.47 0.48
6 C 1.50 -2.13 -2.20
7 C -1.47 -2.51 0.79
8 C 0.37 -1.32 -1.44
9 C 0.54 -1.29 0.05
10 C -0.93 -1.11 0.60
11 N 0.45 2.00 0.48
12 F -2.70 0.92 -0.61
13 P -1.21 0.19 1.68
14 H 3.29 2.52 1.95
15 H 2.87 2.76 0.10
16 H -2.48 2.98 -1.94
17 H -0.99 3.59 -0.89
18 H 1.16 1.80 2.43
19 H 2.33 -1.51 -2.20
20 H 1.71 -2.99 -1.47
21 H 1.17 -2.43 -3.22
22 H -1.07 -3.14 -0.05
23 H -2.48 -2.60 0.77
24 H -1.12 -2.93 1.72
25 H -0.62 -1.81 -1.68
26 H 0.38 -0.32 -1.91
27 H 1.03 -2.17 0.41
28 H 1.27 -0.37 0.33
29 H -0.49 0.63 2.82
30 H -2.40 0.67 2.15

Computed properties:
- LUMO energy: -0.16 eV
- Electronic energy: -24135.94409 eV
- HOMO-LUMO gap: 6.8 eV
- E_HOMO: -6.984 eV
- Relative energy (zero: lowest compared OMol25 entry of this formula, charge and spin): 37.8 kcal per mole

Question: electronic energy of number 3 (C10H17FNP)?
Answer: -24135.94409 eV